(1)
The following is a quantum chemistry calculation of a structure of composition C27H48AsNSi3TeV, from the OMol25 dataset.

Properties
Multiplicity: 4
Energy relative to the best compared isomer or geometry (same formula, charge and spin) (eV): 0.832
E_HOMO (spin up / spin down) (eV): -6.64 / -7.11
LUMO (spin up / spin down) (hartree): -0.0016 / -0.0024

```
82
Properties=species:S:1:pos:R:3:lowdin_spin:R:1
V 0.32 -0.06 -0.27 2.76
C 0.18 1.72 0.80 0.00
Si -1.24 1.20 1.87 0.01
C -0.72 -0.58 2.41 0.01
N -0.37 -1.44 1.24 0.01
C -1.59 -2.10 0.66 0.01
C -1.61 -3.62 0.80 0.00
C -1.26 -4.04 2.23 0.00
C 0.11 -3.46 2.64 0.00
C 0.63 -2.46 1.61 0.01
C -1.58 2.19 3.45 0.00
C -0.72 2.08 4.54 0.00
C -0.93 2.82 5.70 0.00
C -2.00 3.69 5.77 0.00
C -2.86 3.82 4.69 0.00
C -2.65 3.07 3.54 0.00
C -2.94 1.14 1.03 0.00
C -4.00 0.39 1.55 0.00
C -5.26 0.45 0.98 0.00
C -5.50 1.28 -0.11 0.00
C -4.47 2.05 -0.62 0.00
C -3.20 1.98 -0.05 0.00
H 1.03 1.98 1.43 0.01
H -0.04 2.59 0.16 0.00
H -1.44 -1.08 3.07 0.00
H 0.20 -0.44 2.99 0.00
H -1.68 -1.85 -0.40 0.01
H -2.47 -1.69 1.14 0.00
H -0.92 -4.08 0.09 0.00
H -2.61 -3.96 0.54 0.00
H -1.25 -5.13 2.29 0.00
H -2.04 -3.68 2.90 0.00
H 0.86 -4.25 2.74 0.00
H 0.04 -2.97 3.62 0.00
H 0.94 -2.98 0.70 0.00
H 1.51 -1.95 1.99 0.00
H 0.14 1.41 4.49 0.00
H -0.25 2.72 6.54 0.00
H -2.17 4.27 6.67 0.00
H -3.70 4.51 4.74 0.00
H -3.33 3.18 2.70 0.00
H -3.84 -0.23 2.42 0.00
H -6.07 -0.14 1.39 0.00
H -6.49 1.33 -0.55 0.00
H -4.65 2.72 -1.46 0.00
H -2.41 2.60 -0.45 0.00
C 5.85 0.14 -1.12 0.00
Si 4.14 0.96 -1.19 0.00
C 4.13 2.31 0.14 0.00
C 3.97 1.82 -2.88 0.00
As 2.63 -0.72 -0.58 0.01
Si 2.47 -1.81 -2.64 0.01
C 4.09 -2.71 -3.05 0.00
C 2.02 -0.81 -4.21 0.00
C 1.18 -3.20 -2.41 0.00
H 6.67 0.82 -1.37 0.00
H 5.90 -0.71 -1.81 0.00
H 6.01 -0.25 -0.12 0.00
H 4.96 3.00 0.01 0.00
H 4.22 1.85 1.13 0.00
H 3.20 2.88 0.12 0.00
H 4.65 2.68 -2.93 0.00
H 2.96 2.18 -3.05 0.00
H 4.23 1.14 -3.69 0.00
H 4.84 -2.02 -3.44 0.00
H 3.95 -3.50 -3.78 0.00
H 4.49 -3.15 -2.13 0.00
H 2.92 -0.58 -4.79 0.00
H 1.55 0.14 -3.95 0.00
H 1.33 -1.36 -4.85 0.00
H 1.53 -3.89 -1.64 0.00
H 1.03 -3.77 -3.34 0.00
H 0.21 -2.81 -2.11 0.00
C -2.05 -0.19 -4.67 0.06
Te -1.37 0.02 -2.62 0.07
C -0.79 2.04 -3.02 0.00
H -1.22 -0.05 -5.35 0.00
H -2.81 0.56 -4.85 0.00
H -2.47 -1.18 -4.79 0.00
H -1.68 2.67 -3.05 0.00
H -0.28 2.09 -3.98 0.00
H -0.12 2.39 -2.23 0.00
```

(2)
The following is a quantum chemistry calculation of a structure of composition C27H48Br3Cl2F6IN2O9PS3, from the OMol25 dataset.

Properties
Multiplicity: 1
Charge: +1
Energy relative to the best compared isomer or geometry (same formula, charge and spin) (eV): 0.000
E_HOMO (eV): -10.68
LUMO (hartree): -0.1616

```
102
Properties=species:S:1:pos:R:3:lowdin_charge:R:1
C -2.40 4.52 2.77 -0.09
C -1.20 4.78 1.85 -0.21
C -1.52 4.53 0.38 -0.17
O -0.79 3.37 -0.07 -0.24
C -1.16 3.00 -1.37 -0.18
C 0.01 2.14 -2.05 -0.19
C 0.22 2.73 -3.48 -0.60
Br 2.00 2.92 -4.10 0.96
C -0.76 3.08 -4.35 -0.75
C -2.26 2.93 -4.22 -0.12
Br -0.35 3.77 -6.05 0.81
N 1.16 2.31 -1.11 0.04
C 1.87 3.57 -1.17 -0.67
F 3.11 3.45 -1.66 0.06
F 1.17 4.40 -1.95 0.11
F 2.02 4.18 0.00 0.17
C 1.60 1.31 -0.15 -0.49
Cl 3.05 0.44 -0.98 0.83
C 2.07 1.83 1.23 -0.11
C 3.56 2.08 1.47 -0.28
O 4.12 0.84 1.81 -0.01
C 3.73 3.07 2.64 -0.60
F 2.72 3.01 3.52 0.16
F 3.78 4.33 2.20 0.16
F 4.85 2.84 3.30 0.18
C 0.55 0.15 0.17 -0.46
C 1.36 -1.01 0.84 -0.23
C 0.91 -1.87 2.03 -0.22
C 0.96 -1.19 3.40 -0.17
C 0.12 -1.88 4.49 -0.27
O -0.61 -0.95 5.27 -0.10
P -1.15 0.87 0.86 0.71
O -0.59 1.62 2.17 -0.34
Br -2.35 -0.73 1.89 0.37
N 0.13 -0.37 -1.19 -0.33
I -1.06 -2.13 -1.16 1.25
C -0.39 0.60 -2.28 -0.42
O -1.78 0.57 -2.24 -0.08
C 0.05 -0.11 -3.59 -0.14
C 1.52 -0.41 -3.87 -0.21
C 1.83 -1.90 -3.65 -0.27
C 3.32 -2.19 -3.59 -0.28
S 3.76 -3.51 -2.48 0.35
O 5.00 -4.10 -2.88 -0.31
O 3.53 -3.04 -1.15 -0.35
Cl 2.29 -4.84 -2.90 0.44
H -2.16 4.75 3.81 0.09
H -2.72 3.48 2.71 0.07
H -3.25 5.13 2.46 0.08
H -0.89 5.82 1.96 0.12
H -0.35 4.15 2.13 0.10
H -2.59 4.32 0.25 0.13
H -1.23 5.38 -0.24 0.13
H -2.10 2.46 -1.36 0.11
H -1.28 3.90 -1.96 0.12
H -2.56 1.90 -4.40 0.08
H -2.74 3.50 -5.02 0.05
H -2.68 3.30 -3.30 0.07
H 1.48 2.70 1.47 0.11
H 1.79 1.11 1.98 0.10
H 4.06 2.57 0.63 0.15
H 5.01 0.76 1.44 0.11
H 2.32 -0.61 1.18 0.08
H 1.67 -1.69 0.04 0.06
H 1.70 -2.64 2.05 0.13
H 0.00 -2.44 1.87 0.05
H 0.68 -0.14 3.37 0.09
H 2.00 -1.21 3.72 0.12
H -0.55 -2.61 4.03 0.11
H 0.78 -2.44 5.16 0.11
H -1.55 -1.05 5.08 0.03
H -1.22 2.31 2.42 0.03
H 0.99 -0.80 -1.56 0.03
H -2.12 0.15 -3.03 0.11
H -0.45 0.38 -4.42 0.13
H -0.43 -1.09 -3.55 0.04
H 1.73 -0.18 -4.92 0.12
H 2.21 0.20 -3.29 0.01
H 1.38 -2.49 -4.45 0.11
H 1.38 -2.25 -2.71 0.02
H 3.88 -1.34 -3.18 0.09
H 3.76 -2.44 -4.56 0.12
C -1.89 -5.51 -4.08 -0.26
S -1.63 -4.35 -5.43 0.82
O -1.50 -3.00 -4.82 -0.60
C -3.28 -4.46 -6.11 -0.26
H -0.96 -5.55 -3.51 0.03
H -2.71 -5.15 -3.46 0.06
H -2.11 -6.49 -4.49 0.06
H -4.00 -4.18 -5.34 0.06
H -3.46 -5.47 -6.46 0.06
H -3.34 -3.77 -6.94 0.05
C -3.94 -2.94 8.37 -0.27
S -2.51 -2.46 7.41 0.84
O -3.05 -2.07 6.07 -0.56
C -1.83 -4.11 7.22 -0.26
H -4.53 -2.05 8.56 0.05
H -4.53 -3.66 7.80 0.06
H -3.61 -3.37 9.32 0.06
H -2.57 -4.74 6.73 0.06
H -1.56 -4.50 8.20 0.06
H -0.94 -4.02 6.60 0.04
```

(3)
The following is a quantum chemistry calculation of a cluster of 3 separate species, C27H48FN4O4P in total, from the OMol25 dataset.

Properties
Multiplicity: 1
SMILES: CO[C@@H](c1ccccc1)[C@@](CCN)(O[C@H](CCF)CCCCCN)P(O)O.CCCC#N.CCCC#N
E_HOMO (eV): -7.17
LUMO (hartree): 0.0107

```
85
Properties=species:S:1:pos:R:3:lowdin_charge:R:1
C 3.95 3.66 0.46 -0.10
O 2.63 3.06 0.68 -0.24
C 2.37 1.92 -0.21 -0.28
C 2.69 0.51 0.57 -0.07
C 2.43 0.19 2.16 -0.03
C 2.75 -1.22 2.93 -0.07
C 3.42 -2.43 2.05 -0.08
C 3.75 -2.15 0.44 -0.07
C 3.39 -0.71 -0.33 -0.01
C 0.84 1.96 -0.91 -0.45
C 1.01 2.99 -2.18 -0.12
C -0.12 4.16 -2.30 -0.28
N 0.37 5.50 -1.71 -0.06
O 0.67 0.62 -1.47 -0.15
C -0.68 0.09 -1.41 -0.30
C -0.57 -1.43 -2.11 -0.11
C 0.23 -2.51 -1.17 -0.12
F 1.07 -3.34 -2.10 -0.17
C -1.80 0.88 -2.33 -0.14
C -3.08 1.48 -1.50 -0.22
C -3.81 0.36 -0.51 -0.20
C -5.18 1.02 0.19 -0.20
C -4.67 2.22 1.21 -0.29
N -5.61 2.47 2.38 -0.07
P -0.35 2.50 0.45 1.00
O -0.18 4.14 0.97 -0.31
O -0.53 1.36 1.74 -0.33
H 4.72 3.00 -0.12 0.11
H 4.43 3.83 1.54 0.11
H 3.83 4.75 0.01 0.10
H 3.11 1.95 -1.15 0.15
H 1.95 1.07 2.80 0.09
H 2.51 -1.34 4.08 0.08
H 3.66 -3.45 2.57 0.06
H 4.26 -3.05 -0.15 0.08
H 3.63 -0.64 -1.47 0.10
H 0.95 2.36 -3.18 0.14
H 2.07 3.54 -2.21 0.13
H -0.24 4.39 -3.46 0.12
H -1.20 3.87 -1.93 0.09
H 0.92 6.01 -2.47 0.07
H 1.12 5.20 -1.03 0.04
H -1.08 -0.16 -0.31 0.14
H -1.68 -1.85 -2.22 0.12
H -0.09 -1.31 -3.17 0.13
H 0.91 -1.98 -0.37 0.10
H -0.56 -3.21 -0.63 0.13
H -1.37 1.77 -2.97 0.10
H -2.26 0.12 -3.13 0.12
H -3.91 1.74 -2.32 0.12
H -2.87 2.51 -0.95 0.07
H -3.14 0.02 0.39 0.10
H -4.18 -0.59 -1.11 0.10
H -5.96 1.40 -0.60 0.11
H -5.69 0.21 0.89 0.10
H -3.63 1.91 1.69 0.11
H -4.58 3.21 0.59 0.12
H -6.09 3.40 2.28 0.06
H -6.31 1.70 2.50 0.05
H -0.81 4.25 1.76 0.09
H -0.37 1.83 2.62 0.07
C 7.68 -1.37 1.72 -0.11
C 8.32 -2.31 2.74 -0.28
C 8.39 -3.76 2.25 -0.19
C 6.98 -4.28 1.99 -0.14
N 5.82 -4.71 1.77 0.12
H 6.64 -1.64 1.53 0.05
H 7.68 -0.35 2.10 0.07
H 8.23 -1.39 0.77 0.08
H 7.76 -2.26 3.68 0.11
H 9.34 -1.96 2.95 0.11
H 8.87 -4.39 3.00 0.11
H 8.97 -3.83 1.33 0.12
C -6.60 -4.81 -1.17 -0.12
C -6.53 -3.69 -0.15 -0.28
C -7.37 -2.47 -0.54 -0.19
C -6.86 -1.91 -1.86 -0.17
N -6.45 -1.44 -2.96 0.11
H -6.20 -4.51 -2.14 0.07
H -6.01 -5.67 -0.84 0.07
H -7.64 -5.15 -1.32 0.08
H -5.48 -3.39 -0.02 0.11
H -6.88 -4.06 0.82 0.11
H -7.29 -1.69 0.23 0.10
H -8.42 -2.74 -0.65 0.12
```

(4)
The following is a quantum chemistry calculation of a cluster of 8 separate species, C27H48O24 in total, from the OMol25 dataset.

Properties
Multiplicity: 1
Energy relative to the best compared isomer or geometry (same formula, charge and spin) (eV): 10.208
SMILES: C[C@H]1COC(=O)O1.C[C@H]1COC(=O)O1.C[C@H]1COC(=O)O1.COC(=O)OC.COC(=O)OC.COC(=O)OC.COC(=O)OC.COC(=O)OC
E_HOMO (eV): -9.97
LUMO (hartree): 0.0176

```
99
Properties=species:S:1:pos:R:3:lowdin_charge:R:1
C 5.76 -1.96 -1.32 0.00
C 5.29 -0.53 -0.93 -0.29
C 4.02 -0.02 -1.66 -0.07
O 3.39 0.76 -0.64 0.03
C 4.05 0.63 0.54 -0.53
O 3.71 1.25 1.52 0.14
O 5.12 -0.21 0.46 0.09
H 6.83 -1.97 -1.50 0.08
H 5.26 -2.32 -2.20 0.07
H 5.37 -2.71 -0.61 0.08
H 6.16 0.14 -1.23 0.17
H 3.40 -0.81 -1.87 0.07
H 4.14 0.51 -2.63 0.15
C -1.11 5.42 2.02 -0.01
C -2.45 4.83 1.55 -0.36
C -3.58 5.67 1.93 -0.11
O -4.05 6.12 0.64 0.05
C -3.34 5.44 -0.36 -0.52
O -3.69 5.54 -1.52 0.13
O -2.31 4.77 0.15 0.09
H -0.94 6.53 1.72 0.14
H -0.37 4.85 1.43 0.06
H -0.84 5.30 3.04 0.08
H -2.66 3.83 1.90 0.14
H -3.19 6.53 2.60 0.16
H -4.38 5.14 2.42 0.12
C 0.07 1.72 1.99 0.02
C -0.54 0.38 1.49 -0.30
C 0.09 -0.32 0.29 -0.05
O 0.03 -1.69 0.68 0.06
C -0.15 -1.65 2.02 -0.56
O -0.36 -2.67 2.72 0.09
O -0.50 -0.54 2.45 0.16
H -0.17 2.40 1.27 0.01
H 1.18 1.84 2.00 0.09
H -0.35 2.07 2.97 0.10
H -1.62 0.61 1.24 0.16
H 1.15 -0.12 0.11 0.13
H -0.44 -0.28 -0.63 0.10
C -5.57 2.93 0.66 -0.05
O -5.29 2.82 2.01 -0.04
C -4.69 1.73 2.57 -0.32
O -4.23 0.66 1.68 -0.10
O -4.51 1.68 3.90 0.01
C -3.84 0.50 4.44 -0.03
H -6.35 3.73 0.57 0.13
H -6.07 2.06 0.28 0.10
H -4.67 3.16 0.06 0.08
H -2.78 0.57 4.56 0.08
H -3.90 -0.48 3.96 0.09
H -4.31 0.26 5.45 0.12
C 2.28 -9.20 0.13 -0.08
O 1.41 -8.50 0.94 0.04
C 1.45 -7.23 1.04 -0.43
O 2.37 -6.49 0.26 -0.06
O 0.45 -6.72 1.78 0.03
C 0.28 -5.35 1.64 -0.08
H 3.29 -8.87 0.37 0.10
H 2.32 -9.10 -0.99 0.12
H 2.19 -10.25 0.35 0.09
H 1.04 -4.89 2.21 0.08
H -0.63 -5.14 2.14 0.09
H 0.30 -4.85 0.69 0.09
C 0.70 -3.22 -4.33 -0.02
O 0.89 -2.66 -3.05 0.01
C 1.83 -3.14 -2.32 -0.42
O 2.88 -3.92 -2.84 -0.05
O 1.60 -3.06 -0.97 -0.04
C 2.63 -3.21 -0.03 -0.04
H -0.07 -2.74 -4.80 0.06
H 0.43 -4.24 -4.07 0.12
H 1.59 -3.15 -4.89 0.09
H 2.19 -3.27 0.95 0.09
H 3.13 -2.27 -0.05 0.06
H 3.26 -4.04 -0.35 0.10
C 0.91 2.01 -2.42 -0.08
O 0.74 2.77 -1.27 -0.02
C 1.67 3.68 -0.89 -0.30
O 2.70 4.09 -1.84 -0.10
O 1.65 4.15 0.41 -0.08
C 2.84 4.77 1.00 0.01
H 0.62 2.52 -3.30 0.09
H 0.48 0.95 -2.31 0.11
H 1.95 1.74 -2.77 0.09
H 2.60 5.76 1.22 0.07
H 3.86 4.60 0.53 0.13
H 2.72 4.12 1.84 0.08
C -2.20 -2.28 -2.92 -0.02
O -2.13 -0.87 -3.27 -0.02
C -2.70 0.05 -2.46 -0.46
O -3.45 -0.25 -1.41 0.01
O -2.57 1.33 -2.76 0.02
C -3.03 2.27 -1.92 -0.10
H -1.66 -2.35 -2.03 0.07
H -1.87 -3.01 -3.70 0.10
H -3.28 -2.40 -2.65 0.12
H -2.61 2.20 -0.87 0.12
H -4.08 2.35 -1.94 0.09
H -2.71 3.21 -2.26 0.08
```

Per-record DFT total energy, a.u.: -5428.64695, -12919.15862, -2018.14608, -2863.01691